No. 1
The following is a quantum chemistry calculation of a 6-piece molecular cluster, C30H48F15O10P overall, from the OMol25 dataset.

Computed properties:
DFT total energy: -102412.551 eV
SMILES string: CC(C)=CCC[C@@H](C)CC[PH4].CCOC(=O)C(F)(F)F.CCOC(=O)C(F)(F)F.CCOC(=O)C(F)(F)F.CCOC(=O)C(F)(F)F.CCOC(=O)C(F)(F)F
Molar mass: 884.6 g mol⁻¹
2S+1: 1
Charge: 0

Each line ends with the Mulliken charge.
Element x y z (Å)
C -5.16 -1.61 5.04  -1.601
C -4.06 -1.03 4.17  0.157
C -2.89 -1.95 3.88  -1.241
C -4.10 0.22 3.68  0.257
C -4.59 1.42 4.46  -0.750
C -4.81 2.72 3.67  -0.975
C -3.56 3.47 3.11  1.151
C -2.22 2.84 3.49  -1.620
C -3.70 3.72 1.59  -2.001
C -3.59 2.49 0.68  -0.298
P -5.30 1.94 -0.07  0.190
H -6.11 -1.51 4.51  0.329
H -5.26 -1.13 6.02  0.312
H -4.98 -2.67 5.22  0.449
H -1.96 -1.39 3.78  0.159
H -2.81 -2.67 4.70  0.526
H -3.02 -2.56 2.98  0.218
H -3.75 0.37 2.66  0.372
H -3.88 1.57 5.27  0.161
H -5.55 1.20 4.93  0.680
H -5.46 2.50 2.82  0.230
H -5.37 3.39 4.32  0.243
H -3.56 4.47 3.54  0.483
H -1.95 3.10 4.51  0.474
H -1.44 3.28 2.85  0.492
H -2.17 1.77 3.34  0.130
H -4.68 4.19 1.43  0.622
H -2.96 4.46 1.32  0.510
H -2.95 2.73 -0.18  0.542
H -3.12 1.64 1.17  -0.144
H -5.02 0.57 0.20  -0.018
H -5.97 2.81 0.85  0.005
H -4.95 2.47 -1.33  -0.118
H -6.60 1.54 -0.60  0.073
C 0.14 1.41 5.68  -0.725
C 1.17 1.48 6.78  -0.527
O 2.51 1.43 6.25  -0.318
C 3.00 2.58 5.80  0.348
O 2.46 3.65 5.80  -0.510
C 4.44 2.37 5.29  0.892
F 4.54 1.27 4.55  -0.243
F 5.27 2.25 6.33  -0.255
F 4.83 3.41 4.56  -0.237
H 0.30 0.52 5.07  0.260
H -0.86 1.37 6.10  0.347
H 0.21 2.28 5.03  0.269
H 1.10 0.62 7.44  0.351
H 1.05 2.38 7.39  0.363
C 0.98 2.59 -3.55  -0.971
C 0.23 2.14 -4.79  -0.296
O -1.15 1.83 -4.48  -0.239
C -1.98 2.86 -4.42  0.248
O -1.72 4.02 -4.59  -0.533
C -3.41 2.36 -4.13  0.969
F -3.41 1.43 -3.16  -0.220
F -3.94 1.81 -5.23  -0.267
F -4.19 3.36 -3.74  -0.255
H 0.91 1.84 -2.76  0.159
H 2.03 2.74 -3.80  0.387
H 0.57 3.53 -3.17  0.363
H 0.64 1.21 -5.18  0.348
H 0.26 2.89 -5.57  0.328
C -1.56 -1.52 -0.34  -1.125
C -0.37 -1.56 0.58  -0.156
O 0.84 -1.79 -0.19  -0.322
C 1.37 -0.72 -0.75  0.190
O 0.98 0.41 -0.69  -0.565
C 2.65 -1.11 -1.51  1.124
F 2.48 -2.23 -2.23  -0.239
F 3.66 -1.34 -0.65  -0.292
F 3.03 -0.14 -2.34  -0.249
H -1.59 -2.42 -0.95  0.386
H -2.50 -1.45 0.22  0.351
H -1.50 -0.66 -1.01  0.249
H -0.42 -2.40 1.27  0.284
H -0.28 -0.64 1.17  0.318
C 2.40 -3.90 -5.13  -0.946
C 1.57 -4.49 -6.24  -0.315
O 0.27 -4.91 -5.76  -0.319
C -0.63 -3.95 -5.65  0.373
O -0.50 -2.79 -5.91  -0.520
C -1.97 -4.55 -5.15  0.886
F -1.78 -5.41 -4.14  -0.252
F -2.57 -5.20 -6.15  -0.262
F -2.78 -3.59 -4.72  -0.225
H 2.48 -4.60 -4.30  0.298
H 3.40 -3.65 -5.48  0.412
H 1.93 -2.99 -4.75  0.234
H 2.02 -5.40 -6.64  0.327
H 1.44 -3.79 -7.07  0.315
C 6.59 -2.81 -1.11  -1.113
C 6.74 -1.54 -1.91  -0.143
O 8.06 -1.43 -2.48  -0.334
C 8.25 -2.08 -3.61  0.349
O 7.46 -2.75 -4.22  -0.513
C 9.69 -1.83 -4.12  0.873
F 10.59 -1.93 -3.13  -0.245
F 9.78 -0.60 -4.65  -0.254
F 10.01 -2.71 -5.06  -0.236
H 7.36 -2.88 -0.34  0.335
H 5.62 -2.84 -0.63  0.340
H 6.68 -3.69 -1.75  0.303
H 6.63 -0.66 -1.27  0.328
H 6.00 -1.47 -2.70  0.314

No. 2
The following is a quantum chemistry calculation of C30H48FeP2Te as an isolated structure, from the OMol25 dataset.

Computed properties:
⟨S²⟩: 8.807
DFT total energy: -92134.980 eV
Molar mass: 654.1 g mol⁻¹
2S+1: 6
Charge: +1

Each line ends with the Mulliken charge.
Element x y z (Å)
Fe -0.04 -0.25 0.89  -0.848
C 1.82 0.17 2.30  1.875
C 0.86 -0.84 2.68  -0.379
C 2.29 -1.70 1.04  1.242
C 2.76 -0.42 1.40  0.642
C 1.10 -1.98 1.81  -0.232
C 2.05 1.44 3.05  -1.814
H 1.28 1.60 3.80  0.287
H 2.08 2.32 2.39  0.273
H 3.02 1.38 3.57  0.509
C 4.09 0.16 1.07  -0.875
H 4.45 0.73 1.94  0.389
H 4.06 0.86 0.21  0.044
H 4.81 -0.63 0.84  0.245
C 2.99 -2.65 0.14  -1.987
H 4.06 -2.72 0.41  0.454
H 2.96 -2.35 -0.92  0.068
H 2.55 -3.66 0.20  0.414
C 0.56 -3.34 2.06  -1.829
H 1.23 -3.88 2.75  0.360
H 0.48 -3.93 1.14  0.444
H -0.43 -3.26 2.54  0.363
C 0.01 -0.83 3.91  -1.553
H 0.53 -1.26 4.78  0.347
H -0.90 -1.43 3.75  0.367
H -0.28 0.20 4.16  0.267
C -3.09 3.15 -0.21  -0.165
C -2.61 3.41 1.04  -0.423
C -3.31 3.01 2.30  -0.852
C -4.04 1.63 2.28  -1.550
C -3.38 0.51 1.52  -0.143
C -3.64 0.27 0.22  0.008
C -4.59 1.09 -0.62  -1.272
C -4.46 2.64 -0.48  -0.921
H -4.04 3.80 2.54  0.418
H -5.06 1.79 1.90  0.357
H -2.56 3.01 3.12  0.370
H -5.15 3.00 0.30  0.325
H -2.53 3.51 -1.08  0.562
H -1.72 4.05 1.15  0.659
H -4.78 3.07 -1.45  0.433
H -4.47 0.82 -1.68  0.235
H -3.39 -0.67 -0.27  0.745
H -5.63 0.81 -0.35  0.489
H -4.11 1.30 3.33  0.435
H -2.76 -0.16 2.12  0.774
P -0.07 1.72 -0.66  0.649
P -0.60 -1.44 -0.99  0.405
C -1.38 1.16 -1.85  0.407
C -1.39 -0.32 -2.24  -1.201
H -1.27 1.80 -2.73  0.654
H -2.33 1.44 -1.40  -0.948
H -2.41 -0.69 -2.38  0.592
H -0.88 -0.48 -3.19  0.415
C 0.22 -2.73 -1.93  -0.886
H 0.78 -3.39 -1.25  0.148
H 0.91 -2.32 -2.68  0.131
H -0.56 -3.34 -2.43  0.550
C -1.86 -2.42 -0.09  -1.931
H -2.65 -2.71 -0.80  0.593
H -2.29 -1.85 0.74  0.433
H -1.40 -3.32 0.34  0.439
C 0.34 3.46 -0.79  -1.328
H 0.78 3.81 0.17  0.321
H -0.55 4.07 -1.00  0.409
H 1.07 3.64 -1.58  0.461
C -0.66 1.58 1.12  3.152
H -0.72 0.74 1.96  -0.681
H -1.73 1.66 0.90  -3.113
H -0.29 2.45 1.67  1.623
Te 2.02 0.57 -1.61  0.293
C 3.13 -0.71 -2.99  0.335
C 2.52 -1.10 -4.18  -0.306
C 3.26 -1.84 -5.13  -0.555
C 4.61 -2.13 -4.88  -0.559
C 5.22 -1.74 -3.67  -0.586
C 4.48 -1.01 -2.72  -0.325
H 1.48 -0.80 -4.36  0.339
H 2.78 -2.16 -6.04  0.404
H 5.18 -2.68 -5.63  0.381
H 6.26 -1.99 -3.48  0.408
H 4.94 -0.67 -1.79  0.325

No. 3
The following is a quantum chemistry calculation of C30H48GeN11O4PSSeTb as an isolated structure, from the OMol25 dataset.

Computed properties:
⟨S²⟩: 12.661
DFT total energy: -220866.147 eV
Molar mass: 1000.3 g mol⁻¹
2S+1: 7
Charge: +3

Each line ends with the Mulliken charge.
Element x y z (Å)
Tb 9.67 -21.22 2.50  0.780
C 14.61 -22.55 -0.49  -0.791
N 13.18 -22.22 -0.27  0.245
C 12.24 -21.91 -1.33  -0.571
C 11.12 -21.40 -0.72  -0.910
N 11.31 -21.34 0.64  1.010
C 12.61 -21.71 0.88  -0.292
P 13.34 -21.78 2.56  -0.627
C 12.63 -20.41 3.44  -0.018
N 11.29 -20.03 3.47  0.823
C 11.17 -19.11 4.44  -0.343
C 12.33 -18.85 5.06  -0.905
N 13.29 -19.74 4.42  0.052
C 14.75 -19.68 4.68  -0.945
C 12.34 -23.14 3.10  -0.027
N 10.91 -23.21 3.08  0.715
C 10.59 -24.52 3.40  -0.537
C 11.71 -25.23 3.66  -0.898
N 12.81 -24.35 3.47  0.239
C 14.24 -24.68 3.72  -0.792
H 14.95 -23.06 0.44  0.251
H 15.20 -21.67 -0.73  0.288
H 14.57 -23.32 -1.24  0.398
H 12.43 -22.13 -2.38  0.492
H 10.13 -21.18 -1.16  0.485
H 10.17 -18.65 4.69  0.341
H 12.53 -18.24 5.89  0.587
H 15.00 -18.61 4.86  0.380
H 15.26 -20.08 3.81  0.398
H 15.01 -20.21 5.59  0.325
H 9.59 -24.82 3.39  0.592
H 11.83 -26.26 3.93  0.508
H 14.29 -25.73 3.98  0.337
H 14.71 -23.99 4.48  0.319
H 14.77 -24.68 2.77  0.311
C 9.60 -12.01 2.92  -1.083
C 8.30 -11.93 2.14  -0.528
S 8.08 -13.10 0.76  1.224
O 6.69 -12.96 0.35  -0.662
O 9.14 -13.01 -0.21  -0.660
C 8.24 -14.74 1.40  -0.361
C 7.86 -15.86 0.43  -1.736
N 7.92 -17.24 0.90  0.381
C 9.01 -18.00 1.13  0.462
N 8.63 -19.20 1.64  0.423
C 7.23 -19.15 1.72  -0.930
C 6.80 -17.98 1.24  -0.612
N 5.47 -17.64 1.06  1.069
O 5.12 -16.49 0.69  -0.600
O 4.68 -18.56 1.41  -0.589
C 10.35 -17.55 0.87  -1.140
H 9.77 -11.08 3.47  0.372
H 10.46 -12.20 2.26  0.308
H 9.60 -12.83 3.65  0.265
H 8.25 -10.97 1.64  0.423
H 7.39 -12.02 2.73  0.408
H 7.81 -14.83 2.42  0.495
H 9.32 -14.86 1.60  0.384
H 8.44 -15.67 -0.48  0.422
H 6.79 -15.77 0.14  0.623
H 6.66 -19.99 2.07  1.062
H 10.38 -16.71 0.15  0.497
H 10.82 -18.37 0.33  0.059
H 10.88 -17.19 1.76  0.163
C 10.81 -26.06 -0.98  -1.024
Ge 8.88 -25.98 -0.72  0.641
C 7.76 -26.61 -2.19  -1.248
C 8.32 -27.00 0.88  -1.088
C 8.51 -24.00 -0.68  -0.319
Se 7.56 -23.16 1.02  0.229
C 5.95 -22.25 0.25  -1.150
H 11.24 -25.69 -0.03  0.175
H 11.25 -25.42 -1.72  0.365
H 11.14 -27.09 -1.16  0.391
H 7.34 -25.81 -2.73  0.412
H 6.90 -27.21 -1.85  0.362
H 8.46 -27.15 -2.86  0.368
H 9.11 -27.68 1.23  0.342
H 7.43 -27.55 0.60  0.400
H 8.00 -26.24 1.63  0.214
H 8.00 -23.68 -1.59  0.537
H 9.48 -23.54 -0.63  -0.434
H 5.28 -23.00 -0.20  0.403
H 6.23 -21.49 -0.46  0.346
H 5.49 -21.68 1.04  0.422
N 6.36 -21.24 8.16  -0.441
C 7.01 -21.19 6.98  0.981
C 7.01 -20.03 6.17  -1.001
C 7.74 -20.05 4.98  -0.207
N 8.37 -21.20 4.52  0.180
C 8.11 -22.39 5.13  -0.141
C 7.56 -22.40 6.41  -0.792
H 5.99 -20.35 8.51  0.246
H 6.59 -21.97 8.82  0.251
H 6.65 -19.03 6.56  0.241
H 7.93 -19.12 4.41  0.414
H 8.43 -23.33 4.64  0.201
H 7.69 -23.33 6.92  0.368